Entry 1:
# C36H22F4N12O3ReS2

A molecular structure, C36H22F4N12O3ReS2 in a non-equilibrium geometry (ωB97M-V with the def2-TZVPD basis set, OMol25).

Last column: Mulliken spin population.
Cartesian coordinates (Å):
Re (-0.038, -0.576, -2.405)  -0.454
C (-1.164, 0.747, -6.845)  0.004
C (-0.542, 0.219, -5.602)  0.190
S (-1.314, 0.654, -4.141)  0.224
C (0.611, -0.547, -5.664)  0.206
C (1.241, -0.904, -6.964)  0.004
S (1.419, -1.120, -4.272)  0.177
H (-2.066, 1.310, -6.618)  0.003
H (-1.416, -0.066, -7.527)  0.009
H (-0.455, 1.397, -7.362)  0.011
H (1.639, -0.014, -7.453)  0.015
H (0.507, -1.343, -7.640)  0.010
H (2.059, -1.605, -6.813)  0.002
C (4.155, -3.516, 0.240)  0.000
N (2.893, -3.014, -0.263)  0.001
C (2.615, -1.906, -0.948)  0.008
N (1.298, -1.835, -1.129)  0.006
C (0.818, -2.954, -0.526)  0.001
N (1.766, -3.670, 0.000)  0.000
C (3.894, -4.262, 1.529)  0.000
C (4.397, -5.544, 1.743)  0.000
C (4.037, -6.266, 2.875)  0.000
C (3.123, -5.747, 3.770)  0.000
C (2.612, -4.462, 3.556)  0.000
C (3.040, -3.705, 2.463)  0.000
C (1.545, -3.944, 4.363)  0.000
N (0.968, -4.467, 5.416)  0.000
N (-0.023, -3.694, 5.764)  0.000
C (-0.073, -2.686, 4.928)  0.000
O (0.918, -2.794, 4.016)  0.000
C (-1.019, -1.606, 4.895)  0.000
C (-2.024, -1.525, 5.865)  0.000
C (-2.924, -0.480, 5.809)  0.000
C (-2.841, 0.471, 4.799)  0.000
C (-1.842, 0.395, 3.828)  0.000
C (-1.732, 1.460, 2.756)  0.000
N (-1.737, 0.925, 1.413)  -0.001
C (-0.735, 0.457, 0.667)  -0.004
N (-1.217, 0.063, -0.509)  0.002
C (-2.547, 0.321, -0.424)  0.001
N (-2.873, 0.841, 0.724)  0.000
C (-0.927, -0.640, 3.886)  0.000
H (4.838, -2.674, 0.382)  0.000
H (4.588, -4.196, -0.500)  0.000
H (3.330, -1.202, -1.327)  -0.003
H (-0.216, -3.229, -0.468)  -0.003
H (5.071, -5.982, 1.021)  0.000
H (4.439, -7.256, 3.023)  0.000
H (2.779, -6.315, 4.619)  0.000
H (2.659, -2.701, 2.340)  0.000
H (-2.068, -2.272, 6.642)  0.000
H (-3.698, -0.400, 6.555)  0.000
H (-3.555, 1.279, 4.778)  0.000
H (-0.816, 2.043, 2.906)  0.000
H (-2.591, 2.129, 2.822)  0.000
H (0.297, 0.434, 0.956)  -0.002
H (-3.250, 0.132, -1.209)  0.000
H (-0.131, -0.722, 3.160)  0.000
O (-1.075, -1.890, -2.628)  0.180
O (-1.865, -2.805, -2.706)  0.349
F (1.165, 6.157, -0.417)  -0.007
C (0.003, 5.623, -0.772)  -0.046
C (-1.145, 6.388, -0.679)  0.065
F (-1.032, 7.639, -0.260)  0.008
C (-2.431, 5.877, -1.005)  -0.076
C (-2.456, 4.519, -1.414)  0.054
C (-1.308, 3.774, -1.505)  -0.042
F (-1.427, 2.484, -1.885)  0.011
C (-0.027, 4.284, -1.216)  -0.011
C (1.150, 3.473, -1.376)  -0.135
C (1.058, 2.165, -1.709)  -0.020
N (0.957, 1.021, -1.993)  -0.012
C (2.459, 3.986, -1.214)  0.016
N (3.540, 4.337, -1.084)  -0.066
F (-3.609, 3.915, -1.691)  0.005
C (-3.607, 6.654, -0.913)  0.110
C (-4.857, 6.171, -1.329)  -0.013
N (-5.884, 5.788, -1.671)  0.114
C (-3.634, 7.968, -0.422)  -0.009
N (-3.698, 9.038, -0.010)  0.118

Results
Total charge: +2
2S+1: 2
Frontier orbital gap (alpha / beta) (eV): 2.790 / 3.409
Strongest force on any atom (eV Å⁻¹): 5.45

---

Entry 2:
# C19H40IrP2

A molecular structure, C19H40IrP2 in a non-equilibrium geometry (ωB97M-V with the def2-TZVPD basis set, OMol25).

Last column: Mulliken spin population.
Cartesian coordinates (Å):
P (-3.987, -1.606, -3.494)  0.385
P (-3.944, -4.016, -0.956)  0.525
C (-4.901, -3.260, -3.573)  0.067
C (-5.327, -3.848, -2.219)  0.054
H (-4.235, -3.953, -4.117)  0.004
H (-5.789, -3.083, -4.201)  0.021
H (-6.111, -3.227, -1.753)  0.003
H (-5.740, -4.859, -2.361)  0.025
C (-3.172, -5.544, -1.624)  0.052
H (-2.331, -5.839, -0.982)  -0.001
H (-2.800, -5.410, -2.650)  -0.004
H (-3.917, -6.349, -1.615)  0.020
C (-4.891, -4.742, 0.420)  0.067
H (-5.291, -5.714, 0.101)  0.028
H (-5.716, -4.077, 0.707)  -0.007
H (-4.216, -4.887, 1.273)  -0.003
C (-3.944, -1.283, -5.292)  0.038
H (-3.512, -0.287, -5.460)  -0.002
H (-4.977, -1.308, -5.665)  0.016
H (-3.343, -2.047, -5.802)  -0.005
C (-5.450, -0.550, -3.101)  0.030
H (-5.921, -0.809, -2.144)  -0.004
H (-6.184, -0.674, -3.908)  0.012
H (-5.131, 0.501, -3.072)  -0.002
Ir (-0.526, -0.364, -0.385)  1.749
C (-1.670, -2.098, 0.623)  0.101
C (-0.941, -2.620, -0.465)  -0.027
C (-1.324, -2.810, -1.894)  0.137
C (-0.950, -1.683, -2.887)  0.085
C (-1.422, -0.336, -2.444)  0.552
C (-2.395, 0.049, -1.476)  0.323
C (-3.389, -0.757, -0.692)  -0.002
C (-2.965, -1.352, 0.669)  0.295
C (-0.102, 1.548, -0.491)  0.059
H (-1.293, -2.378, 1.618)  -0.013
H (-0.051, -3.200, -0.192)  0.009
H (-2.425, -2.925, -1.973)  0.063
H (-0.874, -3.742, -2.270)  -0.004
H (0.145, -1.677, -3.011)  0.006
H (-1.400, -1.929, -3.861)  0.003
H (-1.048, 0.489, -3.066)  0.006
H (-2.638, 1.122, -1.493)  -0.005
H (-3.710, -1.626, -1.311)  0.011
H (-4.289, -0.138, -0.537)  -0.013
H (-2.908, -0.535, 1.409)  -0.004
H (-3.764, -2.034, 0.993)  0.016
H (-0.104, 1.967, 0.523)  0.008
H (-0.758, 2.134, -1.144)  0.019
H (0.928, 1.592, -0.883)  0.012
C (1.196, 0.576, 2.619)  0.031
C (1.952, 0.129, 1.378)  0.043
C (3.297, -0.470, 1.764)  0.023
C (1.112, -0.914, 0.608)  0.180
H (1.055, -0.278, 3.291)  0.000
H (0.202, 0.963, 2.375)  -0.009
H (1.735, 1.360, 3.160)  0.001
H (2.122, 0.986, 0.721)  0.003
H (3.147, -1.328, 2.429)  0.000
H (3.830, -0.832, 0.877)  -0.002
H (3.928, 0.257, 2.271)  0.006
H (1.741, -1.376, -0.182)  0.006
H (0.885, -1.733, 1.317)  0.010

Results
Total charge: +2
2S+1: 6
Frontier orbital gap (alpha / beta) (eV): 5.758 / 4.276
Strongest force on any atom (eV Å⁻¹): 4.05

---

Energy above the lowest of the compared OMol25 structures with the same formula, charge and spin in kcal/mol, matching the order above: 30.6 26.8